The following is a DFT calculation (ωB97M-V/def2-TZVPD) of C11H14NO6Re as an isolated structure.

Structure (XYZ):
```
33
Properties=species:S:1:pos:R:3:forces:R:3
H -2.8374 -1.6023 0.8125 -0.01 0.02 0.02
Re -0.3567 -0.1704 -0.1793 0.10 -0.04 0.31
O 2.6356 -1.5127 -2.4761 0.04 -0.01 -0.02
C 1.6692 -0.6128 2.0213 0.02 0.01 0.03
H 2.9993 -0.8371 3.6864 0.00 0.00 0.00
O 0.6358 -0.9769 -1.5354 0.01 0.00 -0.10
C -3.3632 -0.7051 0.4960 0.00 0.01 0.00
C -1.7553 2.1376 -1.3272 -0.09 -0.03 0.00
H 0.2904 2.1849 -3.2555 -0.01 0.00 0.01
H 4.5525 -1.6399 -0.2730 0.00 0.00 0.00
O -0.6302 -0.2822 1.8706 -0.09 0.04 -0.18
H -1.9715 2.7899 -2.1712 0.00 0.00 0.00
H -3.8163 -0.1856 1.3353 -0.01 0.00 -0.01
C 3.9602 -1.2103 1.7704 0.01 0.00 0.00
O 0.2860 -0.3093 3.9182 -0.01 0.02 0.01
C 2.8864 -0.8727 2.6094 -0.06 0.01 0.00
O -0.7017 1.1832 -1.7134 -0.05 0.07 0.10
C 2.0383 -1.2212 -1.5189 -0.09 0.05 0.07
H -3.6630 1.8309 -0.3326 0.00 0.02 -0.02
H 0.3264 0.3874 -3.3503 -0.01 0.02 -0.01
H -1.1824 1.2623 -3.7471 0.00 -0.01 -0.01
N 1.5007 -0.6639 0.6840 0.02 0.00 -0.05
O -2.3541 0.2133 -0.1063 -0.07 0.01 -0.09
H -0.6127 -0.1771 4.2885 0.02 0.00 0.00
H -4.0884 -0.9434 -0.2781 0.01 -0.01 -0.01
H -3.4218 0.8093 -1.7910 -0.01 0.00 0.00
H 4.9340 -1.4149 2.1993 0.00 0.00 0.00
C 2.4991 -1.0510 -0.1025 0.01 -0.05 -0.08
H -1.3716 2.7370 -0.5012 0.01 0.00 0.00
C -0.2760 1.2641 -3.1474 0.05 -0.06 -0.01
C 0.3649 -0.3746 2.6560 0.09 -0.02 0.02
C -2.9391 1.2913 -0.9418 0.13 -0.04 0.01
C 3.7624 -1.3275 0.4002 0.00 0.00 -0.01
```
Positions in Å, forces in eV/Å.

**HOMO (alpha / beta)**: -21.28 / -21.61 eV
**Net charge**: +3
**⟨S²⟩**: 3.77
**Multiplicity**: 4


The following is a DFT calculation (ωB97M-V/def2-TZVPD) of C4H5AlBF9NO4 as an isolated structure.

Structure (XYZ):
```
25
Properties=species:S:1:pos:R:3:forces:R:3
H -0.6047 1.4323 -2.2420 0.21 0.15 -0.12
C 0.7139 1.6099 -0.8580 0.33 -0.19 -0.47
H -3.1113 0.8305 1.1711 0.16 0.47 -0.06
H -1.1890 -1.1894 -1.2561 0.03 -0.21 -0.49
H -0.7215 0.2117 1.8070 0.17 0.05 -0.05
N 0.1950 1.5537 0.4844 0.83 0.31 0.19
F 0.2542 2.6420 2.4782 0.22 -0.13 -0.25
O -1.8475 -0.4588 -1.2961 0.17 0.23 0.57
F 0.0967 -3.4606 -3.6927 0.03 0.07 0.02
F -2.0617 -4.4592 -2.2859 -0.03 0.03 0.07
F 2.9391 1.8847 2.8933 0.07 0.06 0.07
C 2.0309 1.1538 2.2391 -0.07 0.15 0.02
H 0.2369 -0.5916 0.5354 0.05 0.06 0.05
O -0.1959 2.1483 -1.7236 -0.21 -0.52 0.36
Al -0.4445 -4.0001 -2.1931 -0.07 -0.02 -0.10
F 2.6654 0.3472 1.4031 0.01 -0.03 -0.08
B -1.7912 0.2217 -0.1218 -0.16 0.01 -0.33
O -2.8725 1.0047 0.2536 -0.05 -0.60 0.05
F -0.3423 -2.6704 -1.0911 -0.01 0.07 -0.05
F 1.7742 3.1040 0.9508 -0.28 -0.25 0.20
F 1.3890 0.4070 3.1454 -0.07 -0.06 -0.02
C 1.0344 2.1007 1.4904 -0.04 0.00 -0.17
C -0.4387 0.2418 0.7506 -0.77 -0.09 0.20
F 0.4965 -5.2841 -1.6491 0.04 0.08 0.11
O 1.7946 1.2202 -1.1929 -0.56 0.37 0.30
```
Positions in Å, forces in eV/Å.

**HOMO**: -7.82 eV
**Net charge**: -1


The following is a DFT calculation (ωB97M-V/def2-TZVPD) of C4H5N as an isolated structure in a non-equilibrium geometry.

Structure (XYZ):
```
10
Properties=species:S:1:pos:R:3:forces:R:3
H -2.8007 -1.7053 0.3023 -1.29 -1.21 0.08
C -2.1669 -0.9962 -0.0870 1.92 2.20 0.19
H 0.8710 -1.3191 0.4159 0.44 -0.67 -0.17
C 1.3680 -0.4726 -0.0186 -3.09 3.47 -2.51
H 1.9025 0.1571 0.6940 0.48 -0.49 -0.38
C -1.3498 -0.0997 -0.1360 -1.41 -1.75 -0.31
H 1.7162 -0.4844 -1.1488 -0.44 -0.35 2.77
H 0.7529 2.3524 0.0813 1.54 0.16 0.09
C -0.1723 0.6642 -0.1312 3.87 -1.22 0.65
N -0.1208 1.9035 0.0281 -2.02 -0.13 -0.42
```
Positions in Å, forces in eV/Å.

**HOMO**: -9.25 eV
**Relative energy (zero: lowest compared OMol25 entry of this formula, charge and spin)**: 88.7 kcal per mole


The following is a DFT calculation (ωB97M-V/def2-TZVPD) of C26H26ClCrN4O7S as an isolated structure.

Structure (XYZ):
```
66
Properties=species:S:1:pos:R:3:forces:R:3
H 6.7708 -0.1639 -1.3543 0.00 -0.01 0.00
H -4.7533 -2.2665 0.3724 -0.01 0.01 0.01
H -5.4869 -3.3905 2.4159 0.00 0.00 0.00
O 1.3146 2.4311 2.5624 -0.01 0.04 0.01
N -3.8899 -1.9882 0.8261 0.02 -0.02 0.04
H 1.2375 3.5632 -6.8027 0.01 0.00 -0.01
C 2.6951 2.2506 -1.9709 0.01 -0.19 -0.17
H 5.5578 2.9637 -4.5260 0.00 0.00 0.00
C -2.4103 -1.7417 4.1576 0.00 -0.03 0.01
H 4.5109 2.1215 -2.7952 0.00 0.00 0.01
N 3.5774 2.4483 -2.9953 -0.02 0.12 0.01
C 3.4206 2.8684 -4.3272 0.02 -0.03 0.03
C -4.6703 -2.8849 2.9273 -0.05 0.01 0.04
H 1.7839 2.8955 1.8514 0.03 -0.02 0.00
C 2.9870 -1.2684 -1.1026 0.02 -0.01 -0.08
H -3.0266 -1.3634 -0.9684 0.04 -0.11 -0.03
C 3.3677 3.6674 -7.0072 0.00 0.01 -0.01
Cl 3.2506 -1.6961 1.5853 0.01 0.01 -0.04
C -4.4358 -3.1091 4.2519 0.00 0.01 -0.04
C -1.4301 -1.3789 -2.8719 0.11 -0.01 -0.02
H -2.8805 -2.9862 5.7774 -0.01 -0.01 0.00
O -2.7814 1.6052 2.0296 0.02 -0.02 -0.02
C 5.1747 -0.8112 -0.0674 -0.03 -0.01 0.00
H 0.6846 0.2384 3.9051 -0.02 -0.01 0.02
O -0.9862 -0.3438 -2.2733 0.02 0.07 0.10
C 0.9223 1.2516 2.0899 0.01 0.01 -0.01
H 2.7141 1.5032 -0.0981 0.03 -0.05 0.00
H -1.8332 -1.1550 -3.8833 0.00 -0.01 -0.01
H -0.7251 1.1979 3.4360 -0.01 0.00 -0.01
O -0.4762 -0.6588 2.5134 0.00 0.01 -0.08
H -3.4428 -0.1873 3.1235 -0.03 -0.01 0.03
N -1.6582 -1.4415 0.7245 0.09 -0.09 -0.04
H 5.7696 -0.8023 0.8374 0.01 0.00 -0.01
H 2.9887 -0.9598 -3.2207 0.00 0.00 0.00
C 2.2023 3.0367 -4.9793 0.01 0.02 -0.03
C -2.8740 -1.0974 2.8761 0.02 0.01 0.00
H 1.2815 2.8459 -4.4539 0.00 0.00 0.01
H 4.3019 1.8173 -0.7405 0.03 -0.32 -0.11
C 3.8507 -1.2120 0.0078 0.00 -0.05 0.08
C -2.8934 -1.5800 0.0751 -0.03 0.12 0.00
H 3.3401 3.9756 -8.0442 0.00 0.00 0.00
H 1.3593 -2.3721 -0.2881 0.00 0.04 0.05
C 2.1932 3.4389 -6.3090 -0.02 -0.01 0.03
C 4.9228 -0.5277 -2.4261 0.01 -0.01 0.01
C 5.7289 -0.4518 -1.2888 0.00 0.03 -0.02
O -1.4717 -2.5356 -2.4613 -0.02 0.01 0.00
O 1.3081 0.8275 1.0225 0.01 -0.05 -0.07
H -1.4683 -1.4315 4.5898 0.02 -0.02 -0.03
C -1.7738 -0.5855 1.9128 0.00 0.00 0.08
H 1.2337 -1.9714 -2.0227 -0.03 -0.02 0.02
H -1.3580 -2.3680 1.0546 0.01 0.02 0.03
C 1.5844 -1.6237 -1.0510 0.03 0.01 -0.04
H -5.0790 -3.7567 4.8308 0.00 0.00 0.00
H 5.3334 -0.2903 -3.4028 0.01 0.00 0.01
H 5.5139 3.6553 -6.8808 0.00 0.00 0.00
N 3.3017 1.8441 -0.8439 -0.05 0.54 0.28
S 1.0338 2.4118 -2.0209 0.03 0.05 -0.03
C -3.2010 -2.6105 4.8114 0.01 0.04 0.02
C 4.5812 3.4877 -6.3570 0.00 0.00 0.01
C 3.6036 -0.9168 -2.3283 -0.02 -0.03 0.00
C -2.0267 0.8780 1.3892 -0.04 0.03 0.00
Cr 0.0977 -0.0742 -0.5836 -0.30 -0.07 0.07
C 4.6069 3.0965 -5.0313 -0.02 0.00 -0.02
C 0.0388 0.5101 3.0636 0.02 0.03 0.04
O -1.3325 1.1864 0.3733 0.05 -0.04 -0.06
C -3.8063 -2.0657 2.1833 0.00 -0.02 -0.07
```
Positions in Å, forces in eV/Å.

**HOMO (alpha / beta)**: -3.69 / -3.69 eV
**Relative energy (zero: lowest compared OMol25 entry of this formula, charge and spin)**: 90.9 kcal per mole
**Net charge**: -1
**⟨S²⟩**: 6.02
**Multiplicity**: 5


The following is a DFT calculation (ωB97M-V/def2-TZVPD) of a 2-piece molecular cluster, C2H3NO2S overall in a non-equilibrium geometry.

Structure (XYZ):
```
9
Properties=species:S:1:pos:R:3:forces:R:3
S 2.9250 0.8522 0.2501 -0.52 1.06 -0.12
H 0.7769 -0.4169 0.2058 -1.27 -0.22 -0.74
C -0.0719 0.3295 0.3013 0.45 -0.98 3.44
O 3.3306 -1.6405 -0.1974 -0.23 1.39 0.07
H -1.0530 0.1905 -0.1120 -0.23 -0.34 -0.51
N 2.5559 -0.6944 -0.1626 -0.25 -2.02 -0.06
C 0.5403 1.5545 -0.0449 2.20 3.73 0.33
H -0.1894 0.3317 1.5013 0.24 0.41 -2.55
O 0.5125 2.7145 -0.2441 -0.38 -3.03 0.14
```
Positions in Å, forces in eV/Å.

**HOMO**: -8.37 eV
**Relative energy (zero: lowest compared OMol25 entry of this formula, charge and spin)**: 113.0 kcal per mole


The following is a DFT calculation (ωB97M-V/def2-TZVPD) of one molecule with the formula C5H9NO in a non-equilibrium geometry.

Structure (XYZ):
```
16
Properties=species:S:1:pos:R:3:forces:R:3
C -0.5868 -1.4037 1.2393 0.03 -0.11 0.01
C 0.1082 0.5143 -2.3661 -1.12 -0.70 0.14
H 0.4818 -1.4006 -0.6411 0.09 -0.23 0.08
H 1.4533 1.9249 -1.2079 0.25 -0.51 -0.32
C 0.4780 -0.8312 0.2868 0.16 -0.18 -0.21
H -1.0321 0.2488 -0.6440 1.37 1.62 3.31
O 0.4049 1.4214 1.0674 -1.14 -0.16 -0.04
H -0.6303 -0.8702 2.1984 0.10 -0.09 -0.21
H 0.8469 0.8970 1.7619 -0.53 0.18 -0.60
C 0.0691 0.5879 -0.0473 -1.13 -0.67 -0.82
C 0.4935 1.4184 -1.2730 0.17 0.11 -0.25
H -1.5827 -1.3234 0.7872 0.22 -0.07 0.04
H -0.3891 -2.4568 1.4490 -0.01 0.07 0.02
H -0.2693 2.2039 -1.3436 0.30 0.09 0.13
H 1.4710 -0.9070 0.7526 -0.02 0.13 -0.18
N -0.7113 -0.2806 -2.5951 1.24 0.51 -1.12
```
Positions in Å, forces in eV/Å.

**HOMO**: -10.13 eV
**Relative energy (zero: lowest compared OMol25 entry of this formula, charge and spin)**: 74.1 kcal per mole
**SMILES string**: CC[C@@H](O)CC#N


The following is a DFT calculation (ωB97M-V/def2-TZVPD) of a 5-piece molecular cluster, C18H42Cl2N3O10 overall in a non-equilibrium geometry.

Structure (XYZ):
```
75
Properties=species:S:1:pos:R:3:forces:R:3
H -3.3690 -0.1197 4.6106 -0.16 0.25 0.21
C 1.8336 -2.0414 -3.7823 -0.43 0.24 -0.48
H -3.0063 3.1660 2.2270 0.12 0.25 -0.40
H 2.8788 -1.3970 -0.5446 -0.43 -0.19 0.00
H -1.7099 -4.5889 -2.7817 -0.17 0.15 0.34
H -0.6607 0.9479 -0.1665 0.02 -0.14 -0.12
H -0.6477 -1.5933 2.7881 0.14 0.29 0.08
H 0.0727 -0.4248 -0.8919 -0.27 -0.07 -0.11
C 2.5413 -3.7650 -2.1353 0.15 0.28 0.33
H -3.1005 1.6394 4.2452 -0.26 -0.07 0.28
H 3.6110 -3.6000 -2.2662 0.02 -0.29 -0.15
Cl 0.2765 3.3149 -3.0930 -1.91 0.36 0.85
O -0.7118 3.9058 -3.9675 0.52 -0.01 -0.19
C -2.1110 3.5214 2.7423 -0.15 -0.25 1.31
H -1.9667 -2.3510 -0.6200 -0.15 -0.30 -0.14
H 2.7296 -2.4575 -4.2469 0.09 0.01 0.12
H 0.4788 1.7586 5.6611 0.00 0.12 0.00
O 0.2580 1.8643 -3.3266 0.56 -0.35 -0.26
N -1.2042 1.2088 2.3291 0.95 -0.72 -0.65
H 0.6716 -3.6280 -4.7169 -0.01 0.00 0.11
H -2.2731 -1.7765 3.4602 0.28 0.08 0.30
H -0.0143 -4.7382 -2.8418 0.26 0.16 0.21
C -0.0779 3.1788 1.3672 -0.77 0.23 -0.01
Cl 3.5894 2.6666 0.0114 0.52 0.34 -0.15
H 0.3102 0.0541 4.1636 -0.25 -0.42 -0.19
H -2.0907 -1.2682 1.8531 0.13 0.44 -0.06
H -1.8793 4.5572 2.5053 -0.07 -0.06 -0.40
O 4.3099 2.6887 -1.2332 -0.21 -0.09 0.03
H -0.6832 -1.1004 -3.7142 -0.21 0.00 -0.12
C -0.8018 -4.2380 -2.2767 -0.41 -0.42 -0.84
O 4.5345 2.5318 1.0973 -0.28 0.04 0.08
O -0.1739 3.5016 -1.7196 0.35 -0.07 -0.20
H 0.6173 -2.0934 -5.5337 -0.14 0.03 0.01
C 0.0646 2.6849 3.7632 -0.20 0.02 0.53
H 0.4214 4.0908 1.6970 0.24 -0.15 0.05
C 1.8730 -2.3730 -2.2901 0.79 -0.70 0.49
O 0.5585 -2.4653 -0.2702 -0.02 -0.73 -0.53
H 0.9794 0.8779 -0.5497 0.22 0.45 0.25
O 2.7928 3.8533 0.1618 0.17 0.00 0.13
C -1.8924 -2.0835 -1.6768 -0.67 0.46 0.57
C -0.6780 -2.7100 -2.3414 0.32 -0.50 0.17
C -0.6543 -2.1929 -3.7889 0.28 0.33 0.56
O 1.5638 3.8815 -3.2823 0.23 -0.25 -0.30
H 0.6567 2.4848 0.9705 0.10 0.12 0.11
O 2.6964 1.5122 0.0367 -0.34 -0.56 -0.01
H -0.9733 -0.2386 5.3389 -0.10 0.04 -0.02
H -1.9694 -0.9907 -1.6771 0.69 -0.01 -0.26
H -2.6699 1.5920 1.1304 -0.11 0.03 -0.15
H 2.4277 -4.1676 -1.1242 -0.09 0.00 -0.02
H -2.4172 3.5409 3.7972 0.06 -0.03 -0.04
H -0.0723 1.0041 -1.7800 -0.11 0.22 -0.21
C -3.0918 0.6244 3.8644 0.46 -0.40 -0.51
C -1.6683 0.2856 3.3618 -0.31 0.57 0.19
H -2.8028 -2.3529 -2.2194 0.07 -0.48 0.19
N 0.5591 -2.3109 -1.6678 -0.71 2.14 -0.72
H -0.7489 3.5285 0.5793 0.11 -0.35 -0.16
H 1.9024 -0.9612 -3.9359 -0.14 0.03 0.20
C -0.3523 1.8261 4.9542 -0.23 -0.03 0.17
H -0.8013 -4.6189 -1.2544 -0.06 0.04 0.03
H 2.4731 -0.3143 -1.8708 -0.01 -0.03 -0.02
C -0.8750 2.6123 2.5570 0.18 0.56 -0.30
H 3.8018 -1.4667 -1.9799 -0.11 0.15 -0.28
H -1.5804 -2.5420 -4.2466 0.09 0.03 -0.28
C -0.6718 0.4014 4.5061 0.79 0.33 0.21
C 2.7740 -1.3334 -1.6291 0.67 0.17 0.24
C -1.6360 -1.1367 2.8379 -0.66 -0.98 -0.35
O -1.8958 1.0107 1.1074 -0.33 0.36 0.38
H 0.0862 3.7205 4.1125 0.15 0.08 -0.26
H 1.0725 2.4298 3.4323 -0.01 -0.12 -0.02
N 0.0341 0.5940 -0.8374 0.75 -0.02 -0.01
H -1.1593 2.3159 5.5122 -0.17 -0.17 -0.15
H -3.8006 0.5363 3.0369 -0.06 0.08 0.03
H 2.1932 -4.5053 -2.8539 -0.05 0.01 -0.04
C 0.6068 -2.5473 -4.5408 0.24 -0.50 -0.14
H 0.6419 -3.4215 -0.1437 0.06 -0.06 0.44
```
Positions in Å, forces in eV/Å.

**HOMO**: -6.10 eV
**Relative energy (zero: lowest compared OMol25 entry of this formula, charge and spin)**: 0.0 kcal per mole
**Net charge**: -1